The following is a DFT calculation (wB97M-V/def2-TZVPD) of 2 unconnected molecules or ions with the total composition C14H29N5O4S in a non-equilibrium geometry.

Computed properties:
Charge: 0
Orbital gap, eV: 9.3
F_max, eV/A: 3.33

```
53
Properties=species:S:1:pos:R:3:forces:R:3:lowdin_charge:R:1
C 0.239 1.047 2.281 -0.66 -0.32 -0.28 -0.20
H 2.453 -3.445 2.437 -0.07 0.20 0.13 0.07
H 2.998 -1.269 1.374 -0.14 0.11 -0.02 0.09
C -2.175 3.930 3.319 0.12 0.45 -0.17 -0.31
C 0.526 -0.140 -2.055 -0.23 -0.05 -0.07 -0.47
H 1.731 -1.166 -0.303 -0.05 -0.10 -0.31 -0.17
H 3.556 -2.507 3.463 -0.13 0.03 -0.03 0.07
C 0.137 -1.515 -2.624 0.49 0.11 -0.30 -0.26
N -1.194 -1.570 -4.739 0.82 -0.28 -0.72 0.03
H -0.257 0.208 -1.379 0.01 -0.03 -0.13 0.07
H -1.220 5.630 4.018 -0.47 -0.07 -0.16 0.08
O -2.430 4.031 5.697 -0.62 -1.12 -0.86 0.08
C 1.900 -1.739 -4.417 0.67 0.28 -0.74 -0.56
H -1.611 1.202 3.351 -0.04 0.00 -0.11 0.11
O -3.578 2.369 4.677 0.51 0.56 -0.25 0.11
H -2.743 5.930 3.397 0.42 -0.15 0.19 0.08
H -1.710 1.724 1.662 -0.02 0.00 0.03 0.12
H -0.289 -1.553 -5.196 -0.21 0.19 0.02 0.09
N 0.454 -2.277 0.920 1.85 -1.73 0.26 0.08
H -0.188 3.250 3.846 -0.03 0.04 -0.02 0.13
C 2.283 -1.292 2.199 -0.25 0.08 0.40 -0.19
H -0.926 -0.437 1.284 0.39 0.11 0.14 0.13
N 1.304 -2.128 -3.289 -0.99 -0.67 0.52 0.08
H 0.819 1.004 3.208 -0.03 -0.11 -0.13 0.12
H -2.103 -1.656 -6.630 0.12 0.00 0.21 0.08
H -0.365 3.734 2.154 -0.21 0.11 0.19 0.12
H -3.000 -2.463 -5.319 -0.06 0.09 -0.05 0.08
C -0.858 3.210 2.980 -0.39 -0.69 -0.13 -0.16
H 3.915 -2.287 -3.992 0.11 -0.14 0.04 0.08
C 3.180 -2.455 -4.777 -0.05 0.05 0.09 0.01
N -0.052 -0.302 1.779 1.34 1.50 1.63 0.03
H -2.974 -0.691 -5.416 -0.07 -0.09 -0.05 0.09
H 2.455 -0.404 2.810 -0.04 0.03 -0.15 0.10
O -2.238 -1.303 -2.776 0.41 0.05 0.25 0.04
C -2.743 3.434 4.678 0.92 1.56 0.79 -0.46
C 2.546 -2.540 3.046 -0.01 -0.17 -0.03 -0.10
H 1.775 -2.849 -2.768 -0.08 0.07 0.07 0.14
H -0.509 -2.233 0.602 0.05 0.41 0.16 0.05
C -1.087 1.749 2.561 0.46 0.32 0.33 -0.19
H -2.917 3.704 2.546 0.11 0.07 0.01 0.15
C -2.388 -1.597 -5.579 0.05 0.13 0.65 -0.05
H 3.557 -2.051 -5.716 -0.10 -0.05 0.13 0.09
N -1.886 5.387 3.282 -0.51 -0.83 0.19 0.04
H -0.087 -2.148 -1.766 0.02 -0.15 -0.14 0.13
H 0.616 0.573 -2.878 0.19 0.03 0.16 0.08
H -3.813 2.235 5.609 -0.05 -0.08 0.03 0.13
S 2.111 -0.216 -1.169 0.15 0.57 -0.27 0.75
C 0.882 -1.299 1.643 -2.88 -0.47 -1.61 -0.49
C -1.194 -1.443 -3.408 -0.84 -0.12 0.13 -0.46
H 0.815 1.606 1.536 0.05 0.07 0.07 0.12
O 1.466 -0.862 -5.152 -0.31 0.37 -0.04 0.03
H 2.986 -3.520 -4.887 0.14 -0.12 0.04 0.08
H 1.830 -2.600 3.872 0.11 -0.05 -0.09 0.08
```
Positions in Å, forces in eV/Å.